Formula: C5H9N3O
Source: the OMol25 dataset
Level of theory: ωB97M-V/def2-TZVPD

Structure (XYZ):
```
18
Properties=species:S:1:pos:R:3:forces:R:3:mulliken_charge:R:1
C -2.12288 1.03377 0.34254 -1.4872 -2.9441 -1.4202 -0.416
C -0.67844 1.04869 0.02108 0.5462 1.9568 0.0546 -0.214
C -2.57804 -0.39251 -0.02329 0.8350 1.4291 2.3068 0.650
C 1.58654 -1.39706 0.51267 3.8519 -0.7815 0.9181 -0.694
C 2.04667 0.91926 -0.47633 -2.1501 2.2853 -1.1037 -0.697
N -2.37063 -1.57608 0.26000 -0.2393 -0.9910 0.6734 -0.605
N -0.01774 -0.00675 0.37278 -1.2874 2.6392 0.5352 -0.272
N 1.29862 -0.03159 0.33016 -1.1151 0.6146 -0.9321 0.099
O -3.01462 0.41038 -0.89744 -0.4079 1.4709 -1.7195 -0.390
H -2.90267 1.70135 0.79644 1.7558 -0.4299 -0.1753 0.373
H -0.12446 1.92528 -0.43283 -1.2132 -0.6960 0.8820 0.369
H 0.82233 -2.04023 0.14845 -0.3865 -0.4766 -0.4441 0.308
H 2.56614 -1.52048 0.01662 -0.3311 -0.7953 0.1736 0.274
H 1.74909 -1.56805 1.59269 -0.1143 -0.3148 -0.4217 0.222
H 1.22292 1.35814 -1.28173 2.5806 -1.0914 1.6007 0.188
H 2.40654 1.81538 0.12483 -0.5858 -1.0480 -0.5842 0.261
H 2.90246 0.54326 -1.02013 -0.0097 -0.6053 0.0863 0.316
H -2.79184 -2.22277 -0.38653 -0.2420 -0.2220 -0.4298 0.229
```
Forces are in eV/Å.

The calculation puts the max |F| at 4.04 eV/Å. The relative energy (zero: lowest compared OMol25 entry of this formula, charge and spin) comes out at 132.1 kcal/mol. Its calculated total energy is -11843.678 eV. As for the gap between HOMO and LUMO: 0.3459 Ha. Its spin multiplicity is 1. As for the structure (SMILES): [H]/N=C1\O[C@@H]1/C=N/N(C)C.


Formula: C37H37CaN8O7PS
Source: the OMol25 dataset
Level of theory: ωB97M-V/def2-TZVPD

Structure (XYZ):
```
92
Properties=species:S:1:pos:R:3:forces:R:3:mulliken_charge:R:1
Ca -0.66096 0.53680 -0.01923 0.4895 -0.6074 -0.5034 2.007
O 2.09896 -0.24768 2.98701 0.0169 0.0952 -0.0316 -0.608
C 1.80552 0.52704 1.94291 0.2702 0.1961 -0.1841 0.455
O 2.24292 0.35859 0.82811 -0.3033 -0.0321 0.2865 -0.232
C 0.92602 1.70524 2.33852 -0.0012 -0.0471 -0.2284 -0.716
O 0.22679 2.14003 1.18166 0.3936 0.9773 1.1080 -0.444
C -0.75841 3.17412 1.41916 -0.0608 -0.0395 -0.2847 -0.494
C -1.63419 3.32641 0.14598 -0.0021 -0.2610 -0.1862 0.362
O -2.05218 4.44705 -0.11034 0.0056 -0.1332 0.0460 -0.784
O -1.83909 2.22610 -0.48661 -0.5958 1.7614 0.1339 -0.887
H 2.57472 -1.02866 2.65371 0.0351 0.0085 0.0155 0.426
H 1.57561 2.49977 2.71447 0.0620 0.0806 0.0565 0.540
H 0.24159 1.39573 3.12723 -0.1336 -0.0213 0.0161 0.403
H -0.27298 4.11858 1.65082 0.1437 0.0413 0.0246 0.306
H -1.42703 2.88316 2.23387 0.1101 -0.1047 0.1057 0.342
N 4.75193 1.37818 -1.15474 0.1978 0.0388 0.0769 -0.127
C 4.39802 2.66458 -0.78491 0.1461 -0.1452 -0.0127 0.744
C 5.08502 3.68842 -0.13848 -0.0116 -0.0004 0.0110 -1.163
C 4.38823 4.86509 0.06782 -0.0422 -0.0597 0.0013 -0.404
C 3.05384 5.01436 -0.35067 0.0121 0.0169 -0.0079 -0.790
C 2.38553 3.99400 -0.99861 -0.0378 -0.0094 0.0229 -0.607
C 3.08034 2.80517 -1.21972 -0.1488 -0.0944 -0.0836 -0.122
N 2.65947 1.63428 -1.83078 -0.2634 0.1066 -0.2367 0.363
C 3.66314 0.81344 -1.76321 0.1431 -0.0096 0.1257 0.038
C 3.66683 -0.57891 -2.23581 -0.3295 0.1728 0.0122 -0.371
C 4.75215 -1.39363 -2.32076 0.3125 -0.0706 0.0225 -0.237
S 4.28602 -2.93893 -2.86902 -0.0832 -0.0870 -0.0598 -0.232
C 2.65460 -2.39395 -2.96242 0.0529 0.1524 0.0391 -0.514
N 2.47552 -1.15795 -2.61611 0.1623 -0.1139 -0.0022 0.158
H 5.60925 0.91056 -0.92388 -0.0091 -0.0096 0.0296 0.254
H 6.11026 3.57510 0.19195 -0.0285 0.0018 -0.0121 0.400
H 4.87920 5.69012 0.56829 -0.0079 -0.0174 -0.0075 0.400
H 2.54314 5.95133 -0.16068 0.0278 -0.0622 -0.0105 0.448
H 1.35410 4.09728 -1.31466 0.0238 0.0148 0.0118 0.443
H 5.79140 -1.17130 -2.11837 -0.1538 -0.0079 0.0122 0.407
H 1.85699 -3.06357 -3.26955 0.0910 0.1259 0.0386 0.557
C 0.93189 1.27403 -4.66565 -0.0241 -0.0050 0.0042 -0.795
N -0.41478 0.75172 -4.50599 -0.0704 -0.0753 -0.2796 0.135
C -1.33602 1.19001 -5.54945 0.1327 0.0748 0.1342 -1.133
C -0.79577 0.39228 -3.23425 -0.1314 -0.1504 0.1784 0.413
N -0.08500 0.52196 -2.18670 0.1038 -0.0302 -1.2954 0.227
N -2.05897 -0.22667 -3.18678 0.0507 0.3044 0.2944 -0.035
C -2.79218 -0.63419 -2.08187 0.1528 -0.2766 -0.0176 -0.187
N -4.10231 -0.92962 -2.42109 0.0897 -0.0063 -0.1551 -0.539
N -2.28424 -0.82649 -0.92515 -0.7568 -0.2945 -0.4951 0.055
H 1.16148 1.30012 -5.72966 0.0106 -0.0047 -0.0145 0.407
H 1.64906 0.62629 -4.16592 -0.0348 0.0206 -0.0189 0.001
H 1.03184 2.28579 -4.25754 0.0016 0.0080 -0.0090 0.348
H -1.09941 0.69688 -6.49318 0.0171 -0.0211 -0.0119 0.314
H -1.25362 2.27097 -5.69858 0.0057 0.0037 0.0164 0.355
H -2.37496 0.99093 -5.31182 -0.0432 -0.0250 0.0804 0.386
H 0.80517 1.00580 -2.33833 -0.1140 -0.1214 -0.0018 -0.762
H -2.48453 -0.44159 -4.06533 -0.0296 -0.0687 -0.1547 0.342
H -4.53219 -0.32279 -3.10129 -0.0120 0.0445 0.0381 0.171
H -4.70090 -1.12913 -1.63756 -0.0329 0.0015 0.0359 0.247
H -2.99358 -1.10513 -0.25068 -0.0581 0.0682 -0.0649 -0.058
O -2.07376 0.01070 2.13459 0.1144 -0.5169 -0.1103 -0.758
C -1.40452 -1.01738 1.90570 -0.0315 0.0034 0.3279 0.240
O -0.21893 -0.98483 1.43739 0.2261 -0.7733 1.2491 0.276
C -1.96145 -2.40383 2.03577 0.0474 -0.1138 -0.2618 -0.231
C -3.04556 -2.63495 2.87056 0.0062 -0.0050 0.0061 -0.395
C -3.57095 -3.91106 2.98974 0.0128 -0.1169 -0.0063 -0.699
C -3.01687 -4.94782 2.25044 -0.0127 0.0322 -0.0104 -0.727
C -1.94648 -4.71561 1.39348 0.0137 0.0234 -0.0025 -0.585
C -1.38889 -3.44402 1.26677 0.0027 0.3085 0.1657 0.038
P 0.02651 -3.06169 0.10799 -0.0470 -0.4463 -0.0663 2.052
C 1.47654 -3.31991 1.20889 0.0553 0.0926 -0.0045 0.345
C 1.39086 -3.59986 2.57029 0.0273 -0.0652 0.0270 -0.453
C 2.53922 -3.69677 3.34966 -0.0052 0.0059 -0.0347 -0.816
C 3.79321 -3.51083 2.77992 -0.0276 0.0312 -0.0182 -0.741
C 3.89218 -3.23024 1.42120 -0.0655 -0.0091 0.0138 -0.507
C 2.74225 -3.13028 0.64921 -0.0512 0.0338 -0.0171 0.358
C 0.05657 -4.65222 -0.85636 -0.0767 -0.0106 0.0771 -0.007
C 0.99700 -5.67682 -0.76216 -0.0224 -0.0364 0.0472 -0.242
C 0.89428 -6.81564 -1.55956 -0.0123 0.0997 -0.0010 -0.710
C -0.14443 -6.94313 -2.47059 0.0137 0.0316 0.0364 -0.505
C -1.07407 -5.91544 -2.59726 0.0482 0.0165 0.0311 -0.701
C -0.96512 -4.78260 -1.80469 0.0547 -0.0299 -0.0073 -0.332
H -3.45784 -1.80149 3.42732 0.0243 -0.0103 -0.0544 0.524
H -4.40279 -4.10086 3.65726 0.0168 0.0090 -0.0286 0.411
H -3.42019 -5.95001 2.33627 0.0146 0.0231 0.0034 0.437
H -1.54087 -5.54344 0.82483 -0.0097 0.0292 0.0134 0.402
H 0.42150 -3.73674 3.03517 0.0296 0.0098 -0.0253 0.354
H 2.45371 -3.91918 4.40670 -0.0097 0.0296 -0.0267 0.393
H 4.68538 -3.57833 3.39091 -0.0248 -0.0157 -0.0216 0.338
H 4.86332 -3.08175 0.96441 -0.0080 0.0071 -0.0017 0.432
H 2.82039 -2.88823 -0.40628 0.0177 0.0184 0.1059 -0.376
H 1.81296 -5.59843 -0.05118 -0.0766 -0.0262 -0.0083 0.405
H 1.62400 -7.61029 -1.45690 -0.0040 0.0293 -0.0042 0.391
H -0.23145 -7.83771 -3.07577 0.0111 0.0471 -0.0027 0.356
H -1.87996 -5.99781 -3.31678 0.0011 -0.0028 0.0267 0.411
H -1.69333 -3.98215 -1.90324 0.0064 -0.0064 -0.0251 0.410
```
Forces are in eV/Å.

The calculation puts the max |F| at 1.86 eV/Å. Its calculated total energy is -103792.269 eV. As for the gap between HOMO and LUMO: 0.2906 Ha. Its spin multiplicity is 1.


Formula: H16Si7
Source: the OMol25 dataset
Level of theory: ωB97M-V/def2-TZVPD

Structure (XYZ):
```
23
Properties=species:S:1:pos:R:3:forces:R:3:mulliken_charge:R:1
Si -2.59894 1.01467 -1.31891 -1.7303 -0.5136 -1.5026 0.365
Si 0.46927 0.45227 -3.24112 2.0677 -0.8457 1.6147 0.436
Si 0.07811 -2.87482 0.77282 -2.1476 -0.0119 0.4419 0.320
Si -0.89067 0.50323 2.69245 0.5459 -1.1352 -1.8048 0.518
Si 2.91349 -0.10392 1.01250 -2.6225 -0.9980 0.2764 0.530
Si -0.40664 0.30713 -1.08307 -0.6118 -0.2800 -0.7015 -0.260
Si 0.47531 -0.56634 0.87965 1.1392 1.2579 0.5583 -0.177
H -2.75138 1.44983 -2.79137 0.5027 -0.0199 0.7398 -0.154
H -3.52791 -0.24503 -1.49685 0.6738 0.9443 0.6878 -0.085
H -3.38237 2.12112 -0.61108 0.6545 -0.6653 0.0628 -0.118
H -0.32594 -0.48185 -3.96317 -0.4918 -0.7246 -0.7769 -0.116
H 1.94854 -0.08569 -3.05214 -1.3137 0.4035 -0.3720 -0.133
H 0.55912 1.67511 -3.99902 -0.0884 0.7813 -0.1249 -0.134
H -1.37644 -2.78278 0.09374 1.6708 -0.5518 0.4235 -0.067
H -0.30232 -3.21728 2.21545 0.4257 -0.0398 -0.6834 -0.102
H 1.05927 -3.90316 0.24019 -0.4883 0.6923 0.0491 -0.093
H -0.58778 1.86746 3.02155 0.1611 0.8925 -0.2246 -0.125
H -2.16351 0.34744 1.92869 -0.1465 0.1376 0.6437 -0.131
H -0.73526 -0.15107 3.97565 -0.2498 -0.6262 0.3436 -0.120
H 3.25371 0.98496 0.14299 0.5172 0.8717 0.0616 -0.104
H 3.41107 -1.32718 0.50107 0.7036 -1.0046 -0.7872 -0.150
H 3.10847 -0.33342 2.44031 0.4861 0.8252 0.4528 -0.114
H 0.39391 2.14495 0.19855 0.3425 0.6101 0.6221 0.014
```
Forces are in eV/Å.

The calculation puts the max |F| at 2.82 eV/Å. Its calculated total energy is -55394.065 eV. Its expectation value of S² is 2.0052. As for the gap between HOMO and LUMO (spin up / spin down): 0.2442 / 0.2409 Ha. Its spin multiplicity is 3.